# 1
Entry from the Open Molecules 2025 dataset: C25H45N6P2SScSi2 as an isolated structure (wB97M-V/def2-TZVPD).

- spin multiplicity = 1
- total charge = +2
- ΔE to the lowest compared entry with this formula, charge and spin (kcal per mole) = 52.75
- E_HOMO (eV) = -12.263

Geometry as XYZ:
```
82
C25H45N6P2SScSi2, DFT wB97M-V/def2-TZVPD
Sc -0.916 0.826 0.594
N 0.551 -0.332 2.257
N 1.819 -0.774 2.698
C 1.831 -1.928 3.465
N 2.981 -2.131 4.116
S 0.537 -2.964 3.496
H 0.009 -1.212 2.245
H 0.117 0.168 3.033
H 2.413 -0.011 2.985
H 3.716 -1.445 4.171
H 3.068 -2.963 4.676
C -3.246 3.976 0.472
Si -2.976 2.309 -0.344
C -4.624 1.386 -0.380
C -2.516 2.642 -2.142
C -3.443 3.401 -2.879
C -3.241 3.692 -4.218
C -2.096 3.223 -4.857
C -1.172 2.477 -4.145
C -1.357 2.176 -2.786
Si -0.028 1.143 -1.941
C -0.006 -0.478 -2.926
C 1.591 2.056 -2.297
H -4.300 4.261 0.395
H -2.651 4.738 -0.039
H -2.974 3.997 1.531
H -5.432 2.029 -0.016
H -4.639 0.465 0.213
H -4.853 1.111 -1.413
H -4.345 3.774 -2.396
H -3.970 4.280 -4.765
H -1.929 3.441 -5.906
H -0.284 2.121 -4.664
H 0.579 -0.376 -3.848
H -1.034 -0.703 -3.225
H 0.369 -1.344 -2.370
H 1.893 1.914 -3.341
H 2.433 1.778 -1.649
H 1.418 3.125 -2.151
C -4.048 1.736 3.090
P -2.523 0.766 2.903
C -1.989 0.582 4.642
C -3.075 -0.926 2.472
C -3.943 -1.660 3.278
C -4.307 -2.952 2.925
C -3.812 -3.534 1.762
C -2.958 -2.821 0.938
C -2.607 -1.533 1.307
H -4.709 1.245 3.804
H -4.555 1.839 2.132
H -3.797 2.730 3.461
H -2.795 0.149 5.231
H -1.754 1.568 5.045
H -1.116 -0.066 4.739
H -4.343 -1.226 4.187
H -4.984 -3.509 3.560
H -4.099 -4.543 1.494
H -2.580 -3.258 0.023
H -1.968 -0.989 0.619
C 5.025 -2.675 -2.225
N 4.552 -1.274 -2.658
C 5.383 -0.229 -1.895
N 5.290 -0.442 -0.492
C 5.728 -1.796 -0.145
N 4.926 -2.820 -0.815
C 3.540 -2.856 -0.327
P 2.613 -1.258 -0.601
C 3.077 -1.100 -2.399
C 3.958 -0.140 0.047
H 6.059 -2.760 -2.554
H 4.407 -3.399 -2.753
H 4.725 -1.160 -3.657
H 5.002 0.749 -2.182
H 6.407 -0.348 -2.242
H 5.648 -1.931 0.931
H 6.772 -1.916 -0.432
H 3.541 -3.092 0.739
H 3.001 -3.663 -0.827
H 2.771 -0.124 -2.777
H 2.546 -1.863 -2.966
H 3.993 -0.250 1.131
H 3.705 0.900 -0.167
```

---

# 2
Entry from the Open Molecules 2025 dataset: C25H45NP2SW as an isolated structure (wB97M-V/def2-TZVPD).

- spin multiplicity = 3
- total charge = +2
- ΔE to the lowest compared entry with this formula, charge and spin (kcal per mole) = 0.00
- E_HOMO (spin up / spin down) (eV) = -14.122 / -14.549

Geometry as XYZ:
```
75
C25H45NP2SW, DFT wB97M-V/def2-TZVPD
W -0.339 0.061 0.045
C -1.846 1.623 0.195
C -2.204 0.689 -0.843
C -2.158 -0.471 1.173
C -1.881 0.912 1.444
C -2.371 -0.614 -0.246
C -1.708 3.102 0.014
H -1.306 3.342 -0.978
H -1.054 3.545 0.774
H -2.696 3.580 0.093
C -1.893 1.552 2.799
H -1.681 2.625 2.738
H -1.165 1.102 3.485
H -2.885 1.448 3.267
C -2.403 -1.540 2.196
H -3.480 -1.622 2.412
H -1.889 -1.328 3.142
H -2.068 -2.524 1.841
C -2.889 -1.819 -0.951
H -3.973 -1.740 -1.094
H -2.694 -2.732 -0.385
H -2.430 -1.910 -1.938
C -2.512 1.043 -2.245
H -3.543 1.412 -2.359
H -2.387 0.165 -2.878
H -1.827 1.814 -2.605
C 1.580 0.445 -3.037
C 0.568 1.299 -3.236
C -0.050 1.505 -4.591
C -0.961 0.364 -5.166
C -1.059 -0.926 -4.399
C 0.002 -1.731 -4.225
C 1.329 -1.420 -4.850
C 2.202 -0.318 -4.174
H 0.736 1.711 -5.340
H -0.602 0.169 -6.193
H -0.655 2.426 -4.549
H 2.514 0.387 -4.966
H 2.073 0.353 -2.070
H 0.262 2.001 -2.459
H 3.134 -0.786 -3.819
H 1.924 -2.348 -4.878
H -0.093 -2.705 -3.747
H 1.189 -1.116 -5.903
H -1.976 0.780 -5.274
H -2.066 -1.265 -4.138
P 1.572 1.900 0.515
C 1.417 2.786 2.122
H 2.293 3.439 2.258
H 1.371 2.076 2.958
H 0.513 3.405 2.134
C 3.188 1.046 0.698
H 3.933 1.751 1.095
H 3.527 0.675 -0.276
H 3.095 0.201 1.393
C 1.885 3.231 -0.679
H 2.183 2.797 -1.638
H 2.674 3.894 -0.304
H 0.966 3.808 -0.827
P 0.837 -2.371 -0.184
C -0.138 -3.675 -1.002
H 0.498 -4.534 -1.262
H -0.589 -3.269 -1.914
H -0.935 -4.012 -0.327
C 2.377 -2.255 -1.162
H 2.135 -2.049 -2.213
H 2.961 -3.184 -1.095
H 2.989 -1.427 -0.781
C 1.371 -3.205 1.372
H 1.744 -4.220 1.169
H 0.518 -3.274 2.061
H 2.158 -2.628 1.873
S 1.317 -0.679 4.415
C 0.866 -0.463 2.926
N 0.506 -0.301 1.779
```

---

# 3
Entry from the Open Molecules 2025 dataset: C25H46CeOP2 as an isolated structure (wB97M-V/def2-TZVPD).

- spin multiplicity = 1
- total charge = +2
- ΔE to the lowest compared entry with this formula, charge and spin (kcal per mole) = 21.37
- E_HOMO (spin up / spin down) (eV) = -11.643 / -11.643

Geometry as XYZ:
```
75
C25H46CeOP2, DFT wB97M-V/def2-TZVPD
Ce -1.019 1.411 2.330
C 0.139 0.610 4.384
C 1.114 1.034 3.419
C -0.141 2.891 4.031
C -0.661 1.744 4.740
C 0.963 2.450 3.217
C 0.077 -0.735 5.034
H 1.069 -1.227 5.023
H -0.606 -1.413 4.497
H -0.298 -0.633 6.062
C -1.708 1.765 5.809
H -1.323 1.246 6.699
H -2.670 1.319 5.520
H -1.895 2.812 6.066
C -0.784 4.229 3.991
H -1.106 4.508 5.000
H -1.689 4.265 3.361
H -0.079 4.969 3.598
C 1.626 3.210 2.135
H 1.868 4.224 2.481
H 0.971 3.294 1.247
H 2.535 2.692 1.816
C 2.033 0.127 2.699
H 2.983 0.636 2.534
H 1.658 -0.174 1.714
H 2.165 -0.798 3.264
C 0.024 -3.333 0.682
C 1.054 -3.155 1.542
C 2.533 -3.157 1.249
C 2.958 -2.902 -0.235
C 2.774 -1.554 -0.852
C 1.623 -1.005 -1.264
C 0.241 -1.295 -0.756
C -0.023 -2.841 -0.738
H 2.954 -4.145 1.533
H 2.475 -3.683 -0.844
H 3.031 -2.439 1.932
H 0.676 -3.355 -1.413
H -0.990 -3.588 1.039
H 0.820 -3.109 2.626
H -1.020 -3.050 -1.172
H -0.004 -0.858 0.238
H 1.657 -0.256 -2.061
H -0.524 -0.821 -1.410
H 4.035 -3.120 -0.307
H 3.713 -0.984 -1.030
P -0.852 -0.701 -3.740
P -0.984 2.226 -4.205
C -1.272 -0.291 -5.533
C -1.694 1.179 -5.618
H -2.083 -0.960 -5.868
H -0.399 -0.500 -6.167
H -1.417 1.618 -6.595
H -2.788 1.267 -5.504
C -1.567 3.760 -5.074
H -1.142 4.647 -4.599
H -2.657 3.818 -4.997
H -1.298 3.768 -6.139
C 0.757 2.244 -4.844
H 0.786 2.256 -5.940
H 1.315 1.379 -4.472
H 1.241 3.151 -4.466
C -2.324 -1.762 -3.418
H -2.398 -1.986 -2.344
H -2.249 -2.689 -4.005
H -3.209 -1.186 -3.728
C 0.462 -1.964 -4.018
H 0.767 -2.015 -5.084
H 0.149 -2.977 -3.667
H 1.342 -1.662 -3.423
C -2.362 -1.737 2.822
O -1.853 -0.474 2.403
H -2.136 -1.919 3.889
H -1.902 -2.535 2.224
H -3.457 -1.759 2.681
```

---

# 4
Entry from the Open Molecules 2025 dataset: C25H46F3Na2O27S as an isolated structure (wB97M-V/def2-TZVPD).

- spin multiplicity = 2
- E_HOMO (spin up / spin down) (eV) = -3.109 / -10.578

Geometry as XYZ:
```
104
C25H46F3Na2O27S, DFT wB97M-V/def2-TZVPD
Na -19.323 -21.128 9.083
Na -15.885 -17.577 6.074
C -17.780 -16.735 10.637
F -19.008 -16.290 10.085
F -16.816 -15.769 10.743
F -18.019 -17.266 11.830
S -17.089 -18.072 9.446
O -15.909 -18.647 10.100
O -18.053 -19.153 9.293
O -16.805 -17.391 8.179
C -13.049 -18.840 13.363
C -13.248 -19.645 12.098
O -13.719 -20.878 12.531
C -14.085 -20.823 13.775
O -14.659 -21.712 14.440
O -13.828 -19.556 14.299
H -13.493 -17.844 13.366
H -12.028 -18.638 13.684
H -12.352 -19.680 11.478
H -13.971 -19.174 11.432
C -21.573 -18.399 11.509
O -21.806 -18.720 12.878
C -22.909 -18.336 13.564
O -23.797 -17.520 13.218
O -22.875 -18.799 14.840
C -23.837 -18.250 15.841
H -20.835 -19.023 11.005
H -21.284 -17.348 11.480
H -22.480 -18.524 10.918
H -23.878 -17.162 15.886
H -23.545 -18.542 16.850
H -24.876 -18.506 15.634
C -19.846 -10.745 15.926
O -19.971 -11.639 14.776
C -19.305 -12.756 14.723
O -18.667 -13.240 15.628
O -19.573 -13.263 13.499
C -18.894 -14.421 13.052
H -20.109 -11.282 16.837
H -20.469 -9.851 15.887
H -18.851 -10.299 15.931
H -19.271 -14.822 12.111
H -19.016 -15.294 13.694
H -17.866 -14.060 13.036
C -20.850 -24.285 12.613
O -19.804 -23.480 13.141
C -19.634 -22.218 12.599
O -20.168 -21.890 11.562
O -18.653 -21.605 13.229
C -17.938 -20.589 12.644
H -20.576 -24.432 11.569
H -21.824 -23.799 12.666
H -20.914 -25.255 13.106
H -18.013 -20.608 11.557
H -16.884 -20.716 12.891
H -18.377 -19.704 13.104
C -20.462 -18.000 7.597
O -21.660 -18.557 7.130
C -22.195 -19.730 7.634
O -21.629 -20.432 8.470
O -23.457 -19.897 7.120
C -24.222 -20.948 7.611
H -20.358 -18.083 8.679
H -20.446 -16.951 7.301
H -19.647 -18.552 7.127
H -25.257 -20.682 7.398
H -24.081 -21.056 8.687
H -24.029 -21.808 6.970
C -13.371 -16.818 8.984
O -13.186 -15.497 8.512
C -13.453 -15.112 7.229
O -13.961 -15.814 6.400
O -12.953 -13.825 6.993
C -12.144 -13.081 7.946
H -13.439 -16.836 10.072
H -12.582 -17.520 8.713
H -14.376 -17.178 8.761
H -11.252 -13.666 8.169
H -12.567 -12.890 8.932
H -11.815 -12.126 7.539
C -17.232 -13.095 8.971
O -16.503 -11.913 9.334
C -15.805 -11.211 8.416
O -15.926 -11.247 7.184
O -15.230 -10.192 9.127
C -14.527 -9.123 8.462
H -17.676 -13.633 9.808
H -16.536 -13.786 8.494
H -18.036 -12.794 8.299
H -14.021 -8.477 9.180
H -15.189 -8.608 7.766
H -13.836 -9.675 7.825
C -9.584 -14.616 11.366
O -10.751 -13.990 11.906
C -11.869 -14.780 12.088
O -11.887 -16.040 12.092
O -12.913 -13.962 12.330
C -14.271 -14.539 12.253
H -9.548 -14.548 10.279
H -9.323 -15.604 11.746
H -8.753 -14.054 11.794
H -14.340 -15.327 13.002
H -14.464 -15.013 11.291
H -15.144 -13.923 12.470
```

---

# 5
Entry from the Open Molecules 2025 dataset: C25H46MnN6O2SSi as an isolated structure (wB97M-V/def2-TZVPD).

- spin multiplicity = 2
- total charge = +2
- ΔE to the lowest compared entry with this formula, charge and spin (kcal per mole) = 54.91
- E_HOMO (spin up / spin down) (eV) = -13.941 / -13.761

Geometry as XYZ:
```
82
C25H46MnN6O2SSi, DFT wB97M-V/def2-TZVPD
Mn 0.421 -0.730 -0.019
N 2.057 2.478 2.254
C 1.345 3.113 1.335
S 1.251 2.555 -0.313
N 0.702 4.216 1.684
C -0.189 5.061 0.929
C 0.048 5.427 -0.387
C -0.868 6.248 -1.033
C -1.992 6.712 -0.366
C -2.200 6.363 0.963
C -1.299 5.536 1.612
H 2.413 1.556 2.052
H 2.057 2.785 3.214
H 0.771 4.471 2.659
H 0.951 5.127 -0.901
H -0.681 6.545 -2.057
H -2.696 7.361 -0.875
H -3.064 6.737 1.499
H -1.464 5.259 2.649
C -4.639 0.723 1.637
C -3.562 1.221 0.681
C -3.267 2.694 0.946
C -4.016 1.022 -0.771
N -2.346 0.431 1.007
N -1.242 0.693 0.146
H -5.537 1.332 1.535
H -4.293 0.784 2.671
H -4.920 -0.312 1.421
H -4.171 3.290 0.796
H -2.502 3.096 0.270
H -2.933 2.832 1.979
H -5.000 1.470 -0.922
H -4.109 -0.047 -1.008
H -3.347 1.495 -1.498
H -2.538 -0.558 0.974
H -0.852 1.576 0.439
H -1.542 0.849 -0.814
C -1.898 -4.736 -0.229
C -2.035 -3.502 0.659
C -3.432 -2.920 0.526
C -1.741 -3.845 2.112
N -0.961 -2.501 0.273
N -1.023 -1.928 -1.050
H -2.592 -5.511 0.100
H -0.888 -5.155 -0.171
H -2.133 -4.518 -1.275
H -4.154 -3.719 0.701
H -3.646 -2.529 -0.474
H -3.629 -2.151 1.274
H -2.487 -4.549 2.485
H -1.769 -2.948 2.733
H -0.758 -4.315 2.219
H -0.115 -3.056 0.267
H -1.935 -1.513 -1.183
H -0.885 -2.623 -1.772
C 3.937 1.100 -1.050
O 2.617 0.598 -1.362
C 1.726 0.687 -0.350
O 1.917 0.077 0.816
H 3.900 2.184 -0.946
H 4.572 0.828 -1.883
H 4.313 0.638 -0.140
C 2.308 -3.313 0.964
Si 2.268 -2.552 -0.735
C 1.401 -3.634 -1.978
C 3.925 -2.142 -1.379
C 4.093 -1.853 -2.737
C 5.362 -1.727 -3.277
C 6.482 -1.886 -2.464
C 6.329 -2.163 -1.112
C 5.054 -2.292 -0.570
H 3.212 -3.930 1.036
H 1.457 -3.981 1.137
H 2.344 -2.572 1.766
H 2.162 -4.334 -2.349
H 1.027 -3.080 -2.845
H 0.594 -4.233 -1.539
H 3.226 -1.717 -3.379
H 5.482 -1.506 -4.332
H 7.475 -1.800 -2.888
H 7.200 -2.286 -0.478
H 4.952 -2.499 0.491
```

---

Computed max |F|, in the same sequence as the records: 0.77 7.30 5.14 5.19 2.47 eV/Å.
Computed electronic energy, in the same sequence as the records: -101449.4900 -59368.6650 -60205.8996 -109771.1195 -89723.3471 eV.